Below is a cluster of 10 separate species, C25H63N9O18Si in total, with properties calculated with ωB97M-V with the def2-TZVPD basis set.

The multiplicity is 1. Its structure (SMILES) is CCCCCCC[Si@H](CCCC)[C@H](C)CCC.C[N+](=O)[O-].C[N+](=O)[O-].C[N+](=O)[O-].C[N+](=O)[O-].C[N+](=O)[O-].C[N+](=O)[O-].C[N+](=O)[O-].C[N+](=O)[O-].C[N+](=O)[O-]. For the calculated total energy, the calculation gives -3126.08387 hartree. Its net charge is 0. The HOMO energy is -9.6 eV.

XYZ file:
```
116
Properties=species:S:1:pos:R:3:forces:R:3
C -2.459 2.271 0.216 -0.017 0.285 -0.225
C -1.661 2.722 -1.012 -0.342 -0.471 0.439
C -2.269 2.104 -2.271 0.616 -0.409 -0.439
C -1.937 0.599 -2.475 -0.178 0.158 -0.074
C -0.838 0.354 -3.525 0.302 0.010 0.457
C 0.044 -0.940 -3.426 -0.473 0.302 0.210
C -0.347 -2.021 -2.392 0.635 -0.088 0.186
Si 1.098 -2.641 -1.329 0.111 -0.257 -0.328
C 0.512 -4.125 -0.317 0.111 0.307 0.430
C 0.181 -3.786 1.149 -0.290 -1.204 -0.264
C -1.313 -3.533 1.428 0.772 0.582 0.238
C -1.339 -2.325 2.352 -1.043 0.395 -0.110
C 1.879 -1.282 -0.246 -1.085 0.317 0.014
C 0.740 -0.555 0.535 0.812 0.265 -0.143
C 2.658 -0.203 -1.008 0.674 -0.251 0.627
C 3.863 -0.679 -1.809 0.198 0.479 -0.701
C 4.301 0.374 -2.848 -0.312 -0.507 0.106
H -2.321 1.208 0.403 0.050 -0.133 0.071
H -2.197 2.824 1.116 0.157 0.028 -0.015
H -3.521 2.430 0.023 -0.125 0.005 0.118
H -0.622 2.419 -0.863 0.163 0.014 -0.240
H -1.680 3.812 -1.068 0.012 0.097 -0.120
H -1.890 2.625 -3.151 -0.176 0.208 -0.107
H -3.347 2.239 -2.230 -0.122 0.101 -0.078
H -1.684 0.176 -1.509 0.218 -0.094 0.203
H -2.829 0.061 -2.792 -0.125 -0.034 0.083
H -1.309 0.398 -4.504 -0.043 -0.017 -0.133
H -0.165 1.214 -3.491 0.116 0.040 -0.024
H 0.073 -1.397 -4.412 0.002 -0.104 -0.083
H 1.071 -0.632 -3.236 0.077 0.131 -0.039
H -0.711 -2.916 -2.896 -0.200 -0.065 -0.025
H -1.128 -1.725 -1.696 -0.249 0.129 -0.118
H 2.154 -3.128 -2.259 -0.081 -0.040 -0.090
H 1.288 -4.889 -0.341 0.158 0.021 -0.096
H -0.375 -4.574 -0.763 -0.030 -0.042 -0.234
H 0.458 -4.641 1.765 0.242 -0.003 0.127
H 0.756 -2.951 1.532 0.196 -0.027 -0.206
H -1.783 -4.392 1.898 -0.010 -0.194 -0.090
H -1.835 -3.317 0.496 -0.173 0.001 -0.041
H -1.393 -1.434 1.728 0.030 0.156 0.204
H -0.420 -2.259 2.926 -0.142 -0.013 0.356
H -2.199 -2.289 3.017 -0.044 -0.069 0.166
H 2.507 -1.756 0.510 0.314 -0.139 -0.164
H 0.987 0.507 0.592 -0.062 0.155 0.020
H 0.663 -0.898 1.560 -0.215 -0.066 -0.050
H -0.221 -0.619 0.032 -0.226 -0.061 0.097
H 1.986 0.401 -1.617 -0.150 -0.127 -0.211
H 3.043 0.488 -0.249 -0.082 0.172 -0.033
H 4.700 -0.881 -1.142 -0.028 -0.222 0.178
H 3.666 -1.596 -2.356 -0.185 -0.170 0.133
H 4.790 -0.100 -3.695 0.311 0.012 0.002
H 3.402 0.832 -3.256 0.028 0.327 -0.046
H 4.955 1.132 -2.425 -0.041 0.202 -0.020
C 5.574 -3.253 2.717 0.211 -0.018 -0.010
N 4.684 -3.614 1.581 0.030 0.034 -0.097
O 5.158 -3.606 0.464 -0.027 0.021 0.006
O 3.530 -3.887 1.845 -0.036 0.015 0.032
H 6.558 -3.032 2.324 -0.014 0.009 -0.045
H 5.141 -2.383 3.203 -0.065 -0.051 0.044
H 5.599 -4.100 3.395 -0.125 0.016 0.030
C 7.631 -0.630 -0.989 -0.108 0.110 0.047
N 8.235 -1.609 -0.044 -0.055 -0.021 -0.045
O 7.843 -1.603 1.107 0.033 0.050 0.014
O 9.078 -2.353 -0.491 0.018 -0.014 0.025
H 6.899 -0.040 -0.450 0.005 -0.023 0.038
H 8.437 -0.010 -1.370 0.030 -0.062 -0.052
H 7.168 -1.198 -1.790 0.059 -0.016 -0.026
C -2.642 1.865 3.730 0.313 -0.669 0.309
N -1.678 0.810 4.141 -0.354 -0.135 -0.115
O -2.005 0.054 5.027 0.178 -0.083 0.072
O -0.612 0.769 3.548 0.056 0.032 0.011
H -3.534 1.765 4.336 0.051 -0.001 0.045
H -2.159 2.826 3.886 0.206 -0.847 -0.031
H -2.860 1.712 2.677 0.071 0.052 0.086
C -3.596 5.717 -0.315 0.189 0.102 -0.097
N -4.605 6.581 0.358 -0.066 -0.091 -0.029
O -4.360 7.764 0.462 0.011 0.043 0.053
O -5.610 6.032 0.761 0.035 0.027 0.005
H -2.763 6.341 -0.619 -0.036 0.067 0.014
H -3.285 4.965 0.405 -0.090 -0.064 -0.013
H -4.076 5.258 -1.175 -0.074 -0.078 0.090
C -5.087 -4.345 -0.909 0.102 -0.011 -0.024
N -4.974 -2.895 -1.226 0.022 -0.009 0.052
O -4.297 -2.577 -2.184 0.026 0.036 -0.017
O -5.562 -2.120 -0.501 0.015 0.004 -0.017
H -4.511 -4.904 -1.632 -0.019 0.117 0.023
H -4.701 -4.487 0.096 -0.086 0.050 0.043
H -6.139 -4.608 -0.959 -0.015 0.029 0.066
C 2.688 0.986 3.375 -0.016 -0.456 0.007
N 2.994 2.252 2.678 0.242 -0.477 -0.312
O 3.645 2.198 1.653 0.035 0.029 -0.100
O 2.568 3.261 3.173 -0.307 0.779 0.272
H 3.137 0.177 2.810 0.009 -0.009 -0.033
H 3.110 1.050 4.374 -0.070 0.073 0.031
H 1.606 0.883 3.417 0.043 0.059 0.079
C 1.149 5.491 -0.273 0.089 -0.106 0.169
N -0.031 6.396 -0.194 0.199 -0.136 -0.181
O -0.609 6.475 0.870 -0.130 0.044 0.168
O -0.345 6.986 -1.204 -0.062 -0.012 0.033
H 1.298 5.035 0.700 -0.017 0.032 -0.013
H 0.931 4.744 -1.031 0.012 0.053 -0.060
H 2.002 6.097 -0.563 -0.020 -0.008 -0.079
C -3.375 -7.476 -4.524 0.152 0.006 0.069
N -4.593 -7.121 -3.744 0.026 0.002 0.003
O -4.448 -6.808 -2.577 0.017 -0.184 -0.119
O -5.651 -7.167 -4.327 -0.014 -0.001 0.007
H -2.513 -7.388 -3.873 -0.031 0.016 0.040
H -3.502 -8.494 -4.877 -0.054 0.024 -0.063
H -3.313 -6.784 -5.358 -0.062 -0.040 -0.043
C -1.989 6.337 3.774 -0.342 0.297 0.014
N -3.053 5.354 4.109 -0.329 0.453 0.280
O -3.884 5.665 4.937 0.292 -0.232 -0.287
O -3.020 4.286 3.518 -0.539 1.398 -0.256
H -2.146 7.232 4.365 -0.078 -0.056 0.032
H -1.044 5.877 4.002 0.346 -0.211 -0.029
H -2.067 6.549 2.713 0.065 -0.050 -0.036
```
Forces are in eV/Å.

=====

Below is a cluster of 7 separate species, C13H26Cl8O3 in total, with properties calculated with ωB97M-V with the def2-TZVPD basis set.

The multiplicity is 1. Its structure (SMILES) is CC(C)=O.CC(C)=O.CC(C)=O.ClCCl.ClCCl.ClCCl.ClCCl. For the calculated total energy, the calculation gives -4418.17122 hartree. Its net charge is 0. The HOMO energy is -9.5 eV.

XYZ file:
```
50
Properties=species:S:1:pos:R:3:forces:R:3
C 4.835 0.960 -1.974 0.037 0.258 0.243
C 3.357 0.669 -1.839 -0.180 0.143 0.041
C 2.903 -0.271 -0.750 0.309 -0.682 -0.516
O 2.556 1.173 -2.593 0.111 0.088 0.054
H 5.295 0.275 -2.686 -0.074 -0.074 -0.017
H 5.361 0.866 -1.023 -0.020 -0.089 -0.016
H 4.957 1.976 -2.349 0.031 -0.054 -0.095
H 1.888 -0.586 -0.976 -0.083 0.202 0.258
H 3.007 0.136 0.256 -0.076 0.201 -0.045
H 3.530 -1.171 -0.789 0.029 0.089 0.091
C -3.325 2.419 -1.352 -0.023 0.229 0.079
C -3.486 1.185 -2.195 0.011 -0.107 -0.005
C -4.576 1.190 -3.234 -0.086 0.223 -0.264
O -2.778 0.216 -2.038 -0.083 -0.014 -0.008
H -3.501 3.331 -1.924 0.019 -0.059 -0.041
H -2.338 2.456 -0.898 0.012 -0.052 0.040
H -4.086 2.395 -0.565 0.032 -0.010 -0.009
H -5.196 2.085 -3.189 -0.014 -0.062 0.082
H -5.199 0.302 -3.149 0.049 -0.073 0.056
H -4.105 1.168 -4.220 0.021 -0.064 0.037
C 0.805 -3.070 3.547 0.512 0.157 -0.067
C 1.583 -1.899 4.113 -0.185 -0.302 0.510
C 2.217 -0.926 3.170 -0.048 0.109 -0.913
O 1.691 -1.758 5.310 0.001 0.054 -0.024
H -0.129 -2.697 3.128 -0.074 -0.105 0.028
H 0.646 -3.788 4.345 -0.214 -0.016 -0.017
H 1.361 -3.542 2.733 -0.045 0.047 -0.024
H 2.147 0.090 3.547 0.077 -0.012 0.145
H 1.753 -0.971 2.179 -0.046 0.017 0.118
H 3.266 -1.189 3.016 0.034 -0.001 0.202
Cl -1.301 -0.299 2.253 0.129 0.166 0.019
C -1.113 -0.198 0.490 -0.144 -0.352 0.025
Cl -0.419 -1.685 -0.181 -0.062 -0.128 0.104
H -2.098 -0.079 0.062 0.087 0.092 -0.112
H -0.434 0.604 0.239 -0.049 0.121 0.056
Cl -5.635 -0.074 4.078 -0.038 0.088 0.020
C -4.456 -1.377 3.939 0.110 -0.117 -0.049
Cl -4.592 -2.241 2.401 -0.009 -0.023 -0.026
H -3.460 -0.957 3.990 -0.014 0.068 0.013
H -4.625 -2.083 4.742 -0.040 -0.014 0.010
Cl 1.100 2.730 0.404 0.002 0.036 0.093
C 2.621 3.520 -0.061 -0.112 -0.303 -0.139
Cl 2.873 5.022 0.801 0.037 0.286 0.100
H 3.433 2.849 0.188 0.010 -0.049 -0.035
H 2.569 3.706 -1.127 0.053 0.041 -0.024
Cl -0.284 -0.538 -4.347 -0.157 -0.139 -0.012
C 0.105 -2.215 -3.928 0.275 0.449 -0.127
Cl 1.878 -2.418 -3.919 -0.203 -0.217 0.155
H -0.298 -2.415 -2.944 0.103 -0.038 0.041
H -0.305 -2.876 -4.680 -0.011 -0.008 -0.034
```
Forces are in eV/Å.

=====

Record-wise maximum force values, in eV Å⁻¹: 1.5 0.9
Record-wise lowest unoccupied orbital energy values, in eV: -0.21 0.45
Record-wise molar mass values, in u: 805.91 513.97